2 unconnected molecules or ions with the total composition C3H12N2OS. Source: the OMol25 dataset; level of theory: wB97M-V/def2-TZVPD.

Atoms and positions in Å:
1 S -2.37 0.50 1.26
2 O 1.42 -0.70 2.53
3 N 2.64 0.28 -1.43
4 N 0.31 -0.58 -1.63
5 C -0.43 0.30 -0.71
6 C -1.15 -0.49 0.36
7 C 1.46 0.07 -2.24
8 H 0.25 1.05 -0.33
9 H 1.78 -0.52 -3.10
10 H 2.31 -0.95 2.84
11 H 1.65 -0.14 1.76
12 H -1.18 0.91 -1.26
13 H -0.45 -0.98 1.04
14 H 1.17 1.03 -2.68
15 H -1.50 1.47 1.58
16 H 2.36 0.38 -0.45
17 H -1.69 -1.32 -0.11
18 H 3.14 -0.60 -1.37
19 H -0.30 -0.83 -2.40

Properties
Expectation value of S²   0.75
E_tot   -704.3809 a.u.
Charge   -1
LUMO energy (alpha / beta)   3.157 / 3.132 eV
Multiplicity   2

What are the Mulliken partial charges on each atom? They are as follows, in elementary charge units: -0.379, -1.216, -1.197, -0.371, -0.840, -1.293, -0.658, 0.677, 0.430, 0.671, 0.283, 0.331, 0.552, 0.365, 0.174, 0.379, 0.384, 0.499, 0.210

2 unconnected molecules or ions with the total composition C3H5NO. Source: the OMol25 dataset; level of theory: wB97M-V/def2-TZVPD.

Atoms and positions in Å:
1 O -1.98 1.06 -1.25
2 N 0.49 0.01 0.70
3 C -0.51 -0.91 0.60
4 C 1.04 0.51 -0.44
5 C -1.09 0.35 -1.05
6 H -1.07 -1.10 1.51
7 H -0.31 -1.77 -0.03
8 H 1.37 -0.21 -1.18
9 H 1.65 1.40 -0.32
10 H 0.40 0.67 1.46

Properties
E_tot   -247.1935 a.u.
Charge   0
LUMO energy   0.941 eV

What are the Mulliken partial charges on each atom? They are as follows, in elementary charge units: -0.302, -0.117, -0.554, -0.552, 0.189, 0.289, 0.249, 0.249, 0.283, 0.265

10 unconnected molecules or ions with the total composition C20H60O10. Source: the OMol25 dataset; level of theory: wB97M-V/def2-TZVPD.

Atoms and positions in Å:
1 O 5.82 1.03 -3.15
2 O 4.26 4.28 1.56
3 O -1.85 -0.59 -4.30
4 O -0.94 -0.36 -0.86
5 O -3.15 -0.12 0.61
6 O 1.57 -6.64 -0.44
7 O -0.66 5.48 1.96
8 O -2.66 1.48 4.82
9 O 4.84 -3.49 3.08
10 O -6.11 -3.67 -1.47
11 C 2.60 3.00 2.63
12 C 5.55 2.01 -2.18
13 C -0.77 3.54 0.54
14 C 4.23 -2.53 2.24
15 C 3.36 -1.44 2.93
16 C -0.25 4.91 0.80
17 C -0.64 0.68 4.22
18 C 1.34 -6.03 -1.68
19 C 4.48 1.40 -1.18
20 C -5.06 -2.98 -0.90
21 C -1.32 1.72 5.10
22 C -2.83 -0.93 -5.23
23 C -3.66 0.84 -1.42
24 C 0.15 -0.70 -0.04
25 C 1.41 -0.03 -0.49
26 C 3.47 4.22 2.68
27 C -3.97 -2.89 -1.88
28 C -3.82 0.31 -5.31
29 C -3.91 0.92 0.09
30 C 0.23 -4.96 -1.63
31 H -1.35 6.08 1.65
32 H 0.39 -4.15 -0.92
33 H -0.17 -0.49 0.98
34 H -0.61 5.56 0.00
35 H -4.14 -2.36 -2.82
36 H 2.00 3.07 1.72
37 H -3.57 -0.18 -1.81
38 H -4.30 0.36 -4.34
39 H 6.44 2.27 -1.62
40 H 3.94 -0.89 3.68
41 H -3.27 2.15 5.15
42 H -4.59 1.20 -1.86
43 H 1.02 -7.43 -0.49
44 H -3.36 -0.39 1.51
45 H -1.20 1.62 6.18
46 H 6.62 0.60 -2.84
47 H -2.87 1.42 -1.91
48 H 3.95 4.12 3.66
49 H 0.12 -4.49 -2.61
50 H 4.30 2.12 -0.38
51 H -2.24 -1.09 -6.14
52 H -1.70 0.01 -0.39
53 H 2.31 -0.33 0.05
54 H -3.27 1.20 -5.62
55 H 5.05 3.74 1.64
56 H 4.84 -4.24 2.49
57 H -0.77 2.94 1.45
58 H 0.37 0.45 4.55
59 H 4.74 0.44 -0.73
60 H 1.14 -6.93 -2.27
61 H -4.76 -3.50 0.01
62 H 3.55 -3.01 1.53
63 H -5.40 -2.01 -0.52
64 H 3.57 1.06 -1.66
65 H -3.74 1.92 0.49
66 H 1.81 3.18 3.35
67 H 3.11 2.03 2.70
68 H -6.92 -3.17 -1.49
69 H -4.96 0.72 0.34
70 H 5.24 2.94 -2.67
71 H 3.07 -0.79 2.11
72 H 1.40 1.03 -0.25
73 H -0.28 2.97 -0.25
74 H 1.50 -0.11 -1.58
75 H -3.08 -2.40 -1.50
76 H 2.89 5.14 2.65
77 H -0.65 0.97 3.17
78 H -1.80 3.70 0.22
79 H -1.14 -0.29 4.22
80 H -3.16 -1.92 -4.95
81 H 2.51 -1.98 3.34
82 H 2.19 -5.45 -2.03
83 H -3.68 -3.86 -2.26
84 H 0.15 -1.79 -0.18
85 H -1.00 2.70 4.74
86 H -0.77 -5.37 -1.51
87 H 0.83 4.83 0.85
88 H -4.61 0.15 -6.04
89 H -2.28 -0.53 -3.45
90 H 4.88 -2.00 1.54

Properties
E_tot   -1550.1740 a.u.
Charge   0
LUMO energy   0.408 eV

What are the Mulliken partial charges on each atom? They are as follows, in elementary charge units: -0.518, -0.501, -0.530, -0.170, -0.555, -0.525, -0.509, -0.522, -0.511, -0.544, -0.291, -0.511, -0.310, -0.438, -0.307, -0.676, -0.588, -0.478, -0.351, -0.127, -0.257, -0.281, -0.507, 0.383, -0.782, -0.610, -0.588, -0.772, -0.549, -0.661, 0.340, 0.060, -0.002, 0.475, 0.072, -0.159, -0.368, 0.141, 0.308, 0.360, 0.276, 0.428, 0.319, 0.251, 0.368, 0.300, 0.469, 0.334, 0.345, 0.158, 0.313, 0.143, 0.221, 0.246, 0.305, 0.338, -0.107, 0.375, 0.172, 0.356, 0.223, 0.238, 0.145, 0.176, 0.307, 0.261, 0.305, 0.324, 0.454, 0.301, -0.168, 0.112, 0.173, 0.387, 0.117, 0.342, -0.215, 0.388, 0.375, 0.250, 0.263, 0.242, 0.428, -0.270, 0.208, 0.310, 0.183, 0.364, 0.249, 0.273

C5H7NO in the gas phase. Source: the OMol25 dataset; level of theory: wB97M-V/def2-TZVPD.

Atoms and positions in Å:
1 O 0.11 0.97 -2.20
2 N 0.13 -0.80 1.20
3 C 1.67 0.31 -0.35
4 C 0.38 0.48 -1.13
5 C -1.91 -0.21 0.01
6 C -0.46 0.11 0.07
7 C 0.80 0.40 0.92
8 H -2.28 -0.35 1.02
9 H 0.95 1.16 1.67
10 H 0.54 -1.66 0.87
11 H 2.46 1.04 -0.40
12 H -2.53 0.45 -0.60
13 H -1.89 -1.19 -0.49
14 H 2.02 -0.71 -0.57

Properties
E_tot   -324.6095 a.u.
Charge   0
LUMO energy   0.974 eV

What are the Mulliken partial charges on each atom? They are as follows, in elementary charge units: -0.594, -0.555, -0.622, 0.366, -1.152, 0.424, 0.033, 0.368, 0.362, 0.249, 0.322, 0.324, 0.263, 0.212

A molecular structure, H5PSi. Source: the OMol25 dataset; level of theory: wB97M-V/def2-TZVPD.

Atoms and positions in Å:
1 P -1.33 -0.36 -0.27
2 Si 0.93 -0.04 -0.31
3 H -1.10 -0.53 1.10
4 H 1.13 0.47 -1.62
5 H 1.31 -1.38 0.00
6 H 1.10 1.03 1.13
7 H -2.04 0.80 -0.03

Properties
E_tot   -633.7525 a.u.
Charge   0
LUMO energy   0.697 eV

What are the Mulliken partial charges on each atom? They are as follows, in elementary charge units: -0.171, 0.223, 0.039, -0.076, -0.046, -0.016, 0.048

A molecular structure, C17H31NO3. Source: the OMol25 dataset; level of theory: wB97M-V/def2-TZVPD.

Atoms and positions in Å:
1 O -1.75 -0.49 1.77
2 O -2.28 1.40 -1.94
3 O -2.57 1.68 2.17
4 N -1.62 -0.45 -1.12
5 C -3.18 0.94 3.43
6 C -2.05 -1.17 -2.28
7 C 0.39 1.13 0.48
8 C 0.86 2.02 -1.05
9 C 2.45 1.83 -0.71
10 C 2.05 -3.04 -1.16
11 C 1.00 1.85 1.74
12 C 2.99 -2.69 0.01
13 C 2.28 1.73 1.69
14 C 0.09 -2.54 -2.63
15 C -1.73 0.95 1.54
16 C -4.51 0.51 3.06
17 C 3.19 2.53 0.63
18 C -1.19 1.43 0.19
19 C -1.73 0.91 -0.92
20 C -0.80 -1.31 -3.15
21 C 0.81 -2.12 -1.46
22 H 4.26 2.37 0.61
23 H 2.82 2.14 -1.65
24 H -4.35 -0.45 2.33
25 H -2.67 -0.67 -2.72
26 H 2.73 0.86 -0.87
27 H 0.89 -2.82 -3.44
28 H 3.39 -1.66 -0.31
29 H 2.48 -2.72 0.77
30 H -3.39 1.67 4.05
31 H 1.32 -1.05 -1.60
32 H 0.60 0.05 0.38
33 H 0.65 2.99 1.80
34 H 2.94 3.52 0.55
35 H -1.52 2.41 0.36
36 H -5.35 1.21 2.37
37 H -0.24 -0.61 -3.29
38 H -0.42 -3.53 -2.51
39 H 2.82 2.34 2.58
40 H 0.43 -2.02 -0.45
41 H -1.32 -1.01 0.01
42 H 3.78 -3.33 0.06
43 H 2.62 0.70 1.81
44 H 0.73 2.97 -0.85
45 H -1.14 -1.95 -3.96
46 H 2.78 -3.06 -1.98
47 H 0.35 1.44 2.49
48 H -2.63 0.33 3.76
49 H -2.41 -2.44 -1.79
50 H 0.65 1.30 -1.54
51 H -5.15 -0.03 3.85
52 H 1.66 -4.08 -1.14

Properties
E_tot   -946.2024 a.u.
Charge   0
LUMO energy   0.384 eV

What are the Mulliken partial charges on each atom? They are as follows, in elementary charge units: -0.796, -0.794, -0.358, -0.072, -0.667, -1.248, -0.130, -1.722, -0.734, -0.798, -0.536, -1.507, -0.551, -1.066, 0.458, -0.945, -0.938, 0.786, -0.337, -1.288, 1.108, 0.423, 0.579, 0.229, 0.911, 0.165, 0.301, 0.120, 0.573, 0.489, -0.352, 0.346, 0.207, 0.421, 0.440, 0.256, 0.934, 0.384, 0.248, 0.052, 0.495, 0.492, 0.213, 0.581, 0.302, 0.379, 0.410, 0.586, 0.222, 0.989, 0.349, 0.392

A molecular structure, C23H23BrN4O5Se3TeTi. Source: the OMol25 dataset; level of theory: wB97M-V/def2-TZVPD.

Atoms and positions in Å:
1 Te -2.11 3.51 1.65
2 Br -5.01 1.18 0.51
3 Se -1.50 2.46 -0.57
4 Se -3.12 2.13 -2.31
5 Se -2.24 3.17 -4.14
6 Ti -1.76 -0.09 -1.21
7 O 1.21 -1.03 -3.70
8 O -5.06 -2.45 -1.52
9 O -0.44 0.10 -2.65
10 O 4.35 0.24 0.94
11 O -3.63 -0.72 -1.30
12 N -2.69 -0.14 1.27
13 N -0.06 -0.83 -0.24
14 N -1.67 -1.85 -1.95
15 N 3.34 1.97 -0.08
16 C -3.95 -1.96 -1.60
17 C 3.38 0.66 0.30
18 C 1.73 -2.55 -0.61
19 C -2.09 -0.69 3.54
20 C -4.17 0.39 3.06
21 C -0.20 -3.53 -2.91
22 C -0.31 -2.22 -2.22
23 C 2.56 2.54 -1.18
24 C 4.46 2.79 0.38
25 C 0.29 -2.18 -0.75
26 C 2.66 -1.65 -0.31
27 C -2.71 -2.71 -2.05
28 C -3.82 0.35 1.71
29 C -1.08 -1.26 4.49
30 C -1.85 -0.65 2.18
31 C -3.29 -0.14 3.98
32 C -1.26 -4.35 -3.00
33 C 2.29 -0.27 -0.07
34 C -2.58 -3.96 -2.51
35 C 0.25 -0.98 -2.97
36 C 0.96 0.03 -0.01
37 C 4.26 3.31 1.79
38 C 1.89 3.85 -0.79
39 H 1.26 4.21 -1.60
40 H 5.11 3.92 2.11
41 H -0.33 -2.91 -0.23
42 H 3.24 2.72 -2.02
43 H -3.44 -4.61 -2.59
44 H -1.48 -2.12 5.03
45 H -0.77 -0.52 5.23
46 H -0.92 -1.03 1.77
47 H 4.56 3.63 -0.32
48 H 0.76 -3.80 -3.34
49 H 4.17 2.46 2.48
50 H -3.54 -0.13 5.04
51 H 1.83 1.82 -1.52
52 H 2.62 4.63 -0.55
53 H 3.70 -1.93 -0.20
54 H -1.15 -5.30 -3.50
55 H -5.10 0.84 3.35
56 H 3.35 3.91 1.86
57 H 5.37 2.20 0.33
58 H 1.25 3.72 0.09
59 H -0.18 -1.58 3.95
60 H 1.98 -3.60 -0.77
61 H 0.66 1.02 0.29

Properties
E_tot   -12381.5145 a.u.
Charge   -2
LUMO energy   3.915 eV

What are the Mulliken partial charges on each atom? They are as follows, in elementary charge units: -0.638, -0.003, -0.110, -0.136, -0.652, 0.369, -0.743, -0.744, 0.082, -0.749, -0.108, 0.515, 0.808, 0.279, 0.371, 0.410, -0.090, -1.081, 0.569, -0.741, -1.572, 1.757, -0.059, -0.904, -0.126, -0.597, -0.072, 0.068, -1.525, -0.545, -0.465, -0.243, 0.441, -0.772, -0.066, -1.125, -1.153, -1.213, 0.415, 0.385, 0.282, 0.291, 0.472, 0.319, 0.320, 0.452, 0.422, 0.451, 0.298, 0.377, 0.004, 0.397, 0.435, 0.404, 0.378, 0.266, 0.455, 0.193, 0.380, 0.332, 0.829

C17H15FN4O2S in the gas phase. Source: the OMol25 dataset; level of theory: wB97M-V/def2-TZVPD.

Atoms and positions in Å:
1 S 3.85 -1.77 1.26
2 F 2.83 2.73 1.26
3 O -2.27 -2.30 -0.35
4 O 2.45 -0.92 -2.03
5 N 1.56 -2.99 0.46
6 N 1.26 -0.95 1.30
7 N 2.94 0.63 -0.41
8 N 0.28 -2.64 0.36
9 C 0.10 -1.40 0.86
10 C 0.76 3.48 0.40
11 C 3.11 -0.55 -1.08
12 C 1.81 2.58 0.39
13 C -3.43 -0.26 0.28
14 C -3.42 -2.76 -1.03
15 C -3.39 0.96 0.92
16 C 0.80 1.35 -1.39
17 C 4.23 -1.40 -0.50
18 C 2.12 -1.94 1.03
19 C -2.24 1.40 1.55
20 C -1.13 -0.64 0.89
21 C -0.28 3.31 -0.49
22 C -0.26 2.25 -1.38
23 C -1.12 0.60 1.53
24 C 1.85 1.50 -0.50
25 C -2.31 -1.08 0.26
26 H -4.27 -2.88 -0.35
27 H 0.78 4.29 1.11
28 H -2.22 2.35 2.06
29 H -0.20 0.90 2.01
30 H -4.34 -0.57 -0.20
31 H -1.10 4.00 -0.49
32 H 5.19 -0.88 -0.51
33 H -3.15 -3.73 -1.44
34 H -3.69 -2.09 -1.85
35 H 3.53 0.78 0.39
36 H 0.81 0.53 -2.09
37 H -1.07 2.12 -2.08
38 H -0.40 -3.24 -0.07
39 H -4.28 1.58 0.93
40 H 4.30 -2.33 -1.06

Properties
E_tot   -1524.4023 a.u.
Charge   0
LUMO energy   0.579 eV

What are the Mulliken partial charges on each atom? They are as follows, in elementary charge units: -0.228, -0.371, -0.440, -0.621, -1.192, -0.386, -0.145, 0.530, 0.527, -0.539, 0.401, 0.995, -0.559, -1.017, -0.773, -0.458, -0.857, 0.277, -0.828, 0.436, -0.560, -0.685, -0.483, -0.192, 0.931, 0.380, 0.433, 0.465, 0.589, 0.434, 0.431, 0.434, 0.256, 0.391, 0.325, 0.526, 0.440, 0.310, 0.399, 0.427